# CHN2P

A single CHN2P molecule (ωB97M-V/def2-TZVPD, the Open Molecules 2025 dataset).

Values from the calculation:
E_HOMO	-10.5997	eV
E	-13318.055	eV
structure (SMILES)	[H]/P=N/C#N
relative energy (zero: lowest compared OMol25 entry of this formula, charge and spin)	173.2	kJ/mol
strongest force on any atom	5.66	eV/Å
lowest unoccupied orbital energy	-1.5	eV
gap between HOMO and LUMO	9.1	eV

XYZ file:
```
5
Properties=species:S:1:pos:R:3:forces:R:3
H 0.7132 0.0865 0.3653 -1.6 -0.8 -0.8
P -0.5840 -0.6854 -0.0131 1.3 -0.1 0.7
N -1.4746 0.6015 -0.0393 -5.1 0.4 0.6
C -3.2406 0.2398 -0.0217 5.6 0.3 -0.4
N -4.3331 -0.1059 0.0402 -0.3 0.2 0.0
```
Positions in Å, forces in eV/Å.

=====

# C5H9NO

C5H9NO as an isolated structure (ωB97M-V/def2-TZVPD, the Open Molecules 2025 dataset).

Values from the calculation:
E_HOMO	-7.9694	eV
E	-8862.096	eV
relative energy (zero: lowest compared OMol25 entry of this formula, charge and spin)	686.6	kJ/mol
strongest force on any atom	0.44	eV/Å
lowest unoccupied orbital energy	0.9	eV
gap between HOMO and LUMO	8.9	eV

XYZ file:
```
16
Properties=species:S:1:pos:R:3:forces:R:3
C 0.7725 -0.2526 1.5570 0.4 0.1 0.1
C -1.1308 -0.4081 1.5805 -0.3 -0.2 0.2
N -1.5568 -0.2295 0.2158 0.0 0.1 0.0
C -0.2032 -0.5961 0.0322 0.1 -0.1 -0.4
C 0.5645 0.2897 -0.9165 0.1 -0.2 0.1
C -0.0762 0.7987 -2.1313 -0.1 0.0 -0.2
O 0.1563 1.6393 -1.0025 0.0 0.2 0.1
H 1.6579 -0.7265 1.0950 -0.2 0.0 0.0
H 0.7224 -0.6856 2.5550 0.0 0.0 -0.1
H 0.9487 0.8191 1.6375 0.0 -0.1 0.0
H -1.2068 -1.4935 1.7811 0.0 0.1 0.0
H -1.6390 0.7736 0.0458 0.0 -0.1 0.0
H -0.0686 -1.6546 -0.1877 0.0 0.1 0.1
H 1.6448 0.1339 -0.9262 -0.2 0.0 0.0
H 0.5360 1.0226 -3.0036 -0.1 -0.1 0.1
H -1.1219 0.5694 -2.3320 0.2 0.0 0.1
```
Positions in Å, forces in eV/Å.

=====

# C17H16N4O4SV

C17H16N4O4SV as an isolated structure (ωB97M-V/def2-TZVPD, the Open Molecules 2025 dataset).

Values from the calculation:
E_HOMO (spin up / spin down)	-7.1777 / -8.4563	eV
spin multiplicity	4
E	-68563.021	eV
relative energy (zero: lowest compared OMol25 entry of this formula, charge and spin)	76.8	kJ/mol
strongest force on any atom	2.82	eV/Å
lowest unoccupied orbital energy (spin up / spin down)	0.6 / 0.5	eV
gap between HOMO and LUMO (spin up / spin down)	7.8 / 9.0	eV

XYZ file:
```
43
Properties=species:S:1:pos:R:3:forces:R:3
V -0.2614 -2.2520 -0.5169 -2.0 -1.4 -0.1
C -2.1642 -1.3521 -3.0495 -0.1 0.0 -0.1
C -2.2115 -2.1536 -1.9035 -0.6 0.1 0.0
C -2.4927 -1.5649 -0.6583 -0.7 0.0 -0.3
C -2.7056 -0.1767 -0.5893 0.0 0.0 0.1
C -2.6955 0.5885 -1.7332 0.1 0.0 0.0
C -2.4379 -0.0063 -2.9695 0.0 0.0 0.0
H -1.9677 -1.8122 -4.0092 0.0 0.0 0.0
H -2.2462 -3.2275 -2.0218 0.2 0.0 0.1
H -2.8175 -2.1860 0.1675 0.3 0.0 0.1
H -2.9508 0.2777 0.3632 0.0 0.0 0.0
H -2.8992 1.6502 -1.6763 0.0 0.0 0.0
H -2.4532 0.5985 -3.8668 0.1 0.0 0.0
N 0.5673 2.4318 4.9575 0.1 0.0 0.1
C 0.8628 1.6229 3.8824 0.1 0.0 -0.1
C -0.1175 0.7948 3.3243 0.0 0.0 0.0
C 0.1986 -0.0520 2.2803 0.1 0.0 0.0
C 1.4908 -0.0709 1.7802 0.1 -0.2 -0.3
C 2.4743 0.7427 2.3188 0.0 -0.1 -0.1
C 2.1653 1.5828 3.3666 -0.1 0.0 0.1
S 1.8657 -1.1033 0.3946 0.7 0.6 0.2
O 1.3631 -2.4462 0.7307 -0.1 -0.1 0.1
O 3.2552 -1.0264 0.0808 0.0 0.2 0.0
N 0.8273 -0.7287 -0.8225 1.8 2.1 0.5
C 0.9927 0.5257 -1.3852 0.5 0.7 -0.5
N 0.3783 0.7687 -2.5434 -0.1 -0.4 0.1
C 0.6122 1.9378 -3.1196 -0.1 0.0 0.0
C 1.4543 2.8964 -2.5839 0.0 0.0 0.1
C 2.0247 2.5653 -1.3671 -0.1 -0.1 0.0
N 1.7999 1.4068 -0.7696 -0.2 -0.4 0.2
H -0.3966 2.6375 5.1482 0.0 0.0 0.0
H 1.2180 3.1644 5.1774 0.0 0.0 0.0
H -1.1215 0.8176 3.7312 0.0 0.0 0.0
H -0.5518 -0.7094 1.8546 -0.1 0.1 0.1
H 3.4660 0.7068 1.8881 0.0 0.1 0.0
H 2.9271 2.2199 3.7998 0.0 0.0 0.0
H 0.0938 2.1107 -4.0591 0.0 0.0 0.0
H 1.6519 3.8379 -3.0737 0.0 0.0 0.0
H 2.6865 3.2450 -0.8387 0.0 0.0 -0.1
O -1.1392 -3.9512 0.4241 0.0 -0.1 0.1
C -0.4701 -4.5993 -0.4148 -0.1 -0.8 -0.1
O 0.0538 -4.0272 -1.4100 0.2 -0.5 -0.1
H -0.3297 -5.6843 -0.2885 0.0 0.1 0.0
```
Positions in Å, forces in eV/Å.

=====

# C2H4N2S

A single C2H4N2S molecule (ωB97M-V/def2-TZVPD, the Open Molecules 2025 dataset).

Values from the calculation:
E_HOMO	-9.0722	eV
E	-15950.304	eV
structure (SMILES)	C1NN2S[C@@H]12
relative energy (zero: lowest compared OMol25 entry of this formula, charge and spin)	345.3	kJ/mol
strongest force on any atom	5.05	eV/Å
lowest unoccupied orbital energy	0.8	eV
gap between HOMO and LUMO	9.9	eV

XYZ file:
```
9
Properties=species:S:1:pos:R:3:forces:R:3
C 0.0156 0.3359 0.2584 -1.5 4.8 0.2
N -0.5325 -0.7174 1.0158 -0.8 -2.6 1.1
N -1.2470 -1.3557 -0.2443 2.1 -0.3 1.2
S -2.6183 -0.3848 -0.5358 0.2 1.2 -0.4
C -0.8362 -0.1288 -0.8831 -0.5 1.6 -1.6
H 1.0579 0.3814 0.0260 0.8 -0.7 -0.2
H -0.1620 1.4368 0.7444 0.0 -2.4 -1.2
H 0.2132 -1.3742 1.1190 0.3 -0.9 0.7
H -0.4722 0.0396 -1.9036 -0.7 -0.7 0.1
```
Positions in Å, forces in eV/Å.

=====

# C14H26B2CaCl2F5KO10P

C14H26B2CaCl2F5KO10P as an isolated structure (ωB97M-V/def2-TZVPD, the Open Molecules 2025 dataset).

Values from the calculation:
E_HOMO	-9.4296	eV
E	-119449.621	eV
net charge	+1
strongest force on any atom	5.02	eV/Å
lowest unoccupied orbital energy	-5.8	eV
gap between HOMO and LUMO	3.7	eV

XYZ file:
```
62
Properties=species:S:1:pos:R:3:forces:R:3
C 1.8316 1.3667 0.3639 -1.3 0.1 0.1
C 0.3697 1.6978 0.7543 2.3 -0.5 0.0
O -0.3978 0.4072 0.8686 -0.5 0.7 -0.4
B -1.6842 0.6540 1.3302 -0.1 -0.8 0.5
O -2.0493 1.8543 1.7842 -0.5 -1.6 -0.7
C -2.7395 -0.5782 1.2632 0.4 0.0 -0.6
O -4.0458 -0.0393 1.0171 0.3 0.4 0.0
C -5.0562 -0.6574 1.7400 -0.4 -0.3 0.1
O -4.9574 -1.7878 2.1021 0.3 0.1 0.0
C -6.2519 0.2290 1.9649 0.3 0.0 -0.6
C -6.8130 0.7535 0.6345 -0.4 -0.5 0.4
O -6.6131 2.1813 0.5386 0.8 -0.4 0.1
C -6.1389 2.5821 -0.6324 0.1 1.3 -1.2
C -5.1847 3.7845 -0.6265 -0.8 0.7 0.9
O -6.3953 2.1047 -1.7111 0.1 -0.9 0.3
C -2.3427 -1.6723 0.2784 -0.5 0.2 0.2
Cl -1.8910 -3.1350 1.0231 0.2 -0.1 0.1
C -2.2788 -1.6450 -1.0730 -0.1 -0.2 0.5
C -1.8183 -2.7770 -1.9534 0.1 0.8 -0.3
Cl -2.7778 -0.1723 -1.9858 0.4 -0.9 0.1
H 1.9466 0.6192 -0.4582 0.4 0.2 0.0
H 2.2372 2.3237 0.0470 0.3 -0.1 -0.3
H 2.3830 1.0171 1.2412 0.0 -0.2 0.0
H 0.4280 2.2291 1.7092 -0.8 0.2 0.0
H -0.1152 2.3215 -0.0065 -0.3 0.1 0.1
H -2.4917 2.3985 1.1451 0.5 1.4 1.8
H -2.6934 -1.0131 2.2623 -0.1 -0.1 0.1
H -5.9569 1.0643 2.5962 -0.1 0.0 0.2
H -6.9854 -0.3940 2.4594 -0.1 0.1 0.2
H -6.3294 0.2536 -0.1990 0.0 0.2 -0.3
H -7.8663 0.5013 0.5821 -0.2 0.4 -0.1
H -4.2451 3.5409 -0.1215 -3.1 3.0 1.2
H -4.9510 4.0211 -1.6743 -0.3 0.2 0.3
H -5.6117 4.6322 -0.0998 -0.1 0.1 -0.1
H -0.9900 -3.3026 -1.4834 -0.1 -0.3 0.1
H -2.6264 -3.4617 -2.1972 0.0 -0.2 0.0
H -1.4525 -2.3621 -2.8974 -0.1 -0.1 -0.2
C 7.0517 0.0099 -2.8468 0.0 0.2 0.0
O 6.1204 -0.0146 -1.7357 0.2 -1.0 -2.3
P 5.2623 -1.3007 -1.3448 -0.2 0.0 5.0
O 3.8937 -0.8677 -1.0170 -0.9 0.1 -1.2
O 6.0383 -1.6792 -0.0102 -0.1 0.0 0.0
C 7.4642 -1.6545 0.0690 0.0 0.1 0.1
O 5.2739 -2.7994 -1.8968 0.6 0.9 -2.1
C 4.6452 -3.0974 -3.1543 -0.1 -0.1 0.0
H 6.8736 0.9174 -3.4175 0.0 0.0 0.0
H 8.0679 0.0257 -2.4596 0.0 0.0 0.1
H 6.9342 -0.8506 -3.5059 0.0 0.0 0.1
H 7.7906 -0.7005 0.4808 0.0 0.0 0.0
H 7.9340 -1.8121 -0.9041 0.0 -0.1 0.0
H 7.7705 -2.4550 0.7358 0.0 0.0 0.0
H 5.0425 -2.4825 -3.9621 0.0 0.0 0.0
H 3.5665 -2.9511 -3.0772 0.0 0.0 0.0
H 4.8500 -4.1401 -3.3768 0.0 0.0 0.1
F -1.1280 3.8927 2.4569 -0.1 0.2 -1.0
Ca -0.0455 -0.3791 -1.2035 1.4 0.1 0.9
B 2.4958 0.0983 4.0969 0.0 0.0 0.0
F 1.7733 -0.8898 3.3720 -0.4 -0.3 -0.4
F 2.9237 1.0577 3.1208 0.0 0.1 0.0
F 1.6446 0.6997 5.0148 -0.1 0.1 -0.1
F 3.5888 -0.4801 4.7207 0.1 0.0 -0.1
K -3.2777 2.3134 -0.7414 2.9 -2.9 -2.0
```
Positions in Å, forces in eV/Å.

=====

# C15H19BrN4O4

A 2-piece molecular cluster, C15H19BrN4O4 overall (ωB97M-V/def2-TZVPD, the Open Molecules 2025 dataset).

Values from the calculation:
E_HOMO	-7.9939	eV
E	-100055.953	eV
structure (SMILES)	O=C(Cc1c[nH]c2ccc(Br)cc12)NO.CNC(=O)CNC(C)=O
strongest force on any atom	2.41	eV/Å
lowest unoccupied orbital energy	0.3	eV
gap between HOMO and LUMO	8.3	eV

XYZ file:
```
43
Properties=species:S:1:pos:R:3:forces:R:3
O 3.6846 0.7613 1.1727 -0.3 0.3 -0.1
C 2.5095 0.4152 1.1019 1.9 -1.3 0.1
C 1.3555 1.3651 1.4221 -0.2 -0.2 -0.7
C 1.4919 2.7145 0.7590 0.1 0.1 0.2
C 1.7593 3.8946 1.4091 -0.3 -0.9 -1.3
N 1.7580 4.9141 0.4616 0.1 0.8 0.3
C 1.4832 4.4007 -0.7964 0.1 0.4 0.2
C 1.3609 5.0171 -2.0434 -0.1 -0.2 -0.4
C 1.0725 4.2283 -3.1650 0.1 0.3 0.4
C 0.9122 2.8409 -3.0367 0.2 -0.1 1.2
Br 0.5249 1.7800 -4.5781 0.1 0.2 0.3
C 1.0350 2.2367 -1.7769 -0.2 0.0 -0.8
C 1.3176 3.0258 -0.6565 0.0 -0.8 0.6
N 2.2479 -0.9062 0.7880 -0.2 1.7 -0.1
O 3.2905 -1.8609 0.5882 -1.0 0.4 0.3
H 1.3085 1.4862 2.5074 0.1 -0.1 -0.1
H 0.4135 0.9119 1.1022 -0.1 -0.1 0.1
H 1.9366 4.0043 2.4756 0.0 0.4 -0.4
H 1.9335 5.8979 0.6576 -0.1 -0.7 -0.1
H 1.4862 6.0900 -2.1456 0.0 -0.1 -0.1
H 0.9730 4.6874 -4.1436 0.0 0.0 0.2
H 0.9107 1.1645 -1.6742 0.0 0.0 0.0
H 1.2863 -1.2237 0.9348 0.7 -0.8 0.0
H 4.1562 -1.3986 0.6193 -0.9 0.6 0.2
C -0.0664 -5.0199 0.3758 -0.1 0.3 0.0
N 0.1917 -3.7547 1.0616 0.1 -1.0 -0.3
C -0.6546 -2.7309 1.1946 -0.4 0.8 0.1
O -0.2986 -1.7230 1.7981 -0.3 0.3 0.0
C -2.0489 -2.8059 0.5560 -0.3 0.4 0.1
N -2.8152 -1.5708 0.7510 2.2 -0.9 0.5
C -4.0486 -1.3115 0.3259 -1.8 0.6 -0.5
C -4.7959 -2.3584 -0.4759 0.2 0.2 0.2
O -4.5813 -0.2426 0.5761 0.1 0.1 0.1
H -0.2323 -4.8469 -0.6894 0.0 -0.1 0.0
H -0.9399 -5.5126 0.8067 0.1 -0.1 -0.1
H 0.7966 -5.6786 0.4903 -0.1 0.2 0.0
H 1.1076 -3.6177 1.4688 -0.2 0.1 0.0
H -2.5865 -3.6432 1.0006 0.0 -0.3 -0.1
H -1.9285 -2.9927 -0.5105 0.1 -0.2 -0.1
H -2.3709 -0.8381 1.2871 0.1 -0.1 0.0
H -4.2420 -2.5789 -1.3858 0.0 -0.2 -0.1
H -4.9171 -3.2586 0.1230 0.0 -0.2 -0.1
H -5.7768 -1.9627 -0.7369 0.2 0.0 0.1
```
Positions in Å, forces in eV/Å.